No. 1
Formula: C4H5N2O3PS
Source: OMol25
Level of theory: ωB97M-V with the def2-TZVPD basis set

Output
Multiplicity: 1
HOMO level, eV: -1.53
E_LUMO, eV: 5.44
Net charge: -2

Structure (XYZ):
```
16
Properties=species:S:1:pos:R:3:forces:R:3
C -2.0514 -0.2618 -0.4121 1.214 0.368 0.267
C -1.4965 0.9013 0.2401 -1.668 -1.158 -0.131
C -1.4434 -1.0869 -1.5869 0.979 -0.423 2.440
C 1.8465 0.9718 0.7317 0.470 3.059 -0.346
N -3.2094 -0.7889 0.0679 -0.587 0.574 0.460
N -3.7490 -0.1509 1.0418 0.220 0.223 0.380
O 4.6729 1.0475 0.8014 -2.510 -1.742 0.000
O 3.4696 -1.2589 1.3573 -0.018 0.584 -0.148
O 2.3367 0.3504 -0.4684 1.772 -1.844 -0.592
P 3.3949 0.1502 0.8494 1.671 1.190 -0.810
S -2.7037 1.1844 1.4619 0.476 -1.092 -1.634
H -1.7221 -0.5968 -2.4764 -0.195 0.444 -1.437
H -0.2837 -1.0325 -1.4764 -2.048 -0.563 -0.345
H -1.9331 -2.1404 -1.5726 1.229 1.672 0.004
H 0.8627 0.6043 1.0199 0.130 0.512 0.152
H 2.0091 2.1073 0.4212 -1.137 -1.804 1.741
```
Forces are in eV/Å.

***

No. 2
Formula: C3H10NSe
Source: OMol25
Level of theory: ωB97M-V with the def2-TZVPD basis set

Output
Multiplicity: 1
Energy above the lowest of the compared OMol25 structures with the same formula, charge and spin, kcal per mole: 25.52
HOMO level, eV: -13.20
E_LUMO, eV: -4.59
Net charge: +1

Structure (XYZ):
```
15
Properties=species:S:1:pos:R:3:forces:R:3
C 1.0553 -1.1118 1.0959 2.967 0.503 2.884
C 0.0353 -0.0745 -1.9707 0.452 -0.365 0.139
C -0.8964 0.5256 1.8507 -4.372 -0.273 -2.127
N -0.3370 0.9869 -2.7105 5.289 0.606 0.927
Se 0.4486 0.5106 0.4981 -0.999 1.975 -1.455
H 0.2848 -1.7922 1.3448 -0.620 -1.073 -0.547
H 1.9092 -1.3694 0.4660 -0.349 -0.773 0.254
H 1.4839 -0.8007 2.1444 -0.374 -0.915 -1.878
H 1.1022 -0.4327 -1.8270 -1.419 0.812 -0.909
H -0.7234 -0.8491 -1.9447 0.061 -0.028 0.592
H -1.5526 -0.4098 1.7183 0.781 1.393 -0.149
H -0.3995 0.3064 2.7145 1.361 0.183 2.565
H -1.2107 1.3340 -2.4959 -2.467 0.773 -0.104
H 0.4191 1.7612 -2.7711 -1.869 -1.652 -0.158
H -1.6189 1.4155 1.8872 1.557 -1.168 -0.033
```
Forces are in eV/Å.

***

No. 3
Formula: C30H16BrCeN5O2Se
Source: OMol25
Level of theory: ωB97M-V with the def2-TZVPD basis set

Output
Multiplicity: 2
Energy above the lowest of the compared OMol25 structures with the same formula, charge and spin, kcal per mole: 3.62
HOMO level (alpha / beta), eV: -10.52 / -10.52
E_LUMO (alpha / beta), eV: -3.78 / -3.78
Net charge: +1
⟨S²⟩: 0.751

Structure (XYZ):
```
56
Properties=species:S:1:pos:R:3:forces:R:3
Ce -0.1689 -0.8555 -0.6359 0.972 -0.187 0.395
Se 2.4625 -3.2189 6.7702 -0.049 0.020 -0.141
N 0.9486 -2.6044 6.1429 -1.129 0.439 -0.324
C 1.0367 -2.4819 4.8313 0.758 -0.367 0.986
C -0.0053 -1.9859 3.9775 -0.519 0.254 -0.755
C -1.2259 -1.5259 4.4810 0.043 0.004 -0.381
C -2.1745 -1.0468 3.6012 0.105 -0.081 -0.004
C -1.8885 -1.0504 2.2374 -0.198 0.029 0.050
N -0.7315 -1.4765 1.7388 0.079 -0.040 0.526
C 0.2173 -1.9332 2.5847 -0.409 0.110 0.683
C 1.5034 -2.3233 2.0221 0.857 -0.255 0.066
N 1.6774 -2.2053 0.6857 0.176 -0.273 0.428
C 2.8728 -2.4950 0.1790 -0.018 -0.019 -0.073
C 3.9548 -2.9175 0.9491 -0.089 -0.018 0.193
C 3.7888 -3.0619 2.3102 -0.275 0.102 -0.259
C 2.5433 -2.7624 2.8701 -0.111 0.131 -0.893
C 2.2989 -2.8662 4.2821 0.087 -0.158 1.267
N 3.1785 -3.2833 5.1741 0.610 -0.096 -1.072
H -1.3858 -1.5531 5.5479 -0.077 0.021 0.087
H -3.1225 -0.6720 3.9517 -0.088 0.012 -0.006
H -2.6196 -0.6939 1.5111 0.103 -0.030 0.156
H 2.9811 -2.3860 -0.8976 -0.014 0.021 0.159
H 4.9024 -3.1238 0.4781 0.050 -0.025 -0.069
H 4.5826 -3.3905 2.9633 0.111 -0.028 -0.001
Br 1.5081 -0.9768 -3.0645 0.670 0.935 -0.213
C 2.2132 0.8954 -2.8222 -0.011 -0.289 -0.201
C 2.8545 1.4193 -3.9040 -0.236 -0.497 0.036
C 3.3458 2.7314 -3.8298 0.003 0.194 0.179
C 3.1670 3.4573 -2.6892 0.038 -0.058 -0.217
C 2.4953 2.9180 -1.5744 -0.164 -0.388 -0.160
C 2.2600 3.7067 -0.4321 -0.096 -0.098 0.219
C 1.6161 3.1851 0.6507 0.063 0.162 -0.004
C 1.1941 1.8455 0.6430 0.031 -0.913 -0.420
C 1.3575 1.0008 -0.4540 0.098 0.645 0.022
C 2.0026 1.5744 -1.5994 -0.046 -0.058 0.365
H 2.9879 0.8455 -4.8058 -0.028 -0.094 -0.113
H 3.8425 3.1559 -4.6868 0.097 0.030 -0.080
H 3.5336 4.4684 -2.6244 0.056 0.194 -0.016
H 2.5868 4.7348 -0.4448 0.058 0.133 0.048
H 1.4144 3.8058 1.5095 0.026 0.071 0.135
H 0.7123 1.4650 1.5520 0.002 0.102 -0.188
O -2.9083 -2.1583 -2.1344 -0.519 0.181 -0.197
C -3.0864 -0.9524 -2.0309 0.262 -1.042 0.064
N -2.1919 -0.1953 -1.3328 -0.758 0.222 -0.099
C -2.4269 1.1358 -1.5193 0.710 0.881 0.381
O -1.6133 1.9600 -1.1162 -0.753 -0.027 -0.239
C -3.7066 1.2694 -2.2639 -0.452 -0.361 -0.277
C -4.4755 2.3562 -2.6217 0.061 -0.051 0.018
C -5.6831 2.1057 -3.2721 0.068 0.130 0.035
C -6.0879 0.8155 -3.5742 -0.006 -0.150 -0.023
C -5.2992 -0.2834 -3.2414 0.050 0.014 0.014
C -4.1194 -0.0390 -2.5761 -0.131 0.526 -0.048
H -4.1641 3.3657 -2.4009 0.050 0.066 0.058
H -6.3188 2.9365 -3.5408 -0.034 0.046 -0.039
H -7.0329 0.6546 -4.0718 -0.051 0.026 -0.052
H -5.6044 -1.2894 -3.4838 -0.032 -0.098 -0.009
```
Forces are in eV/Å.

***

No. 4
Formula: C41H40FO9P
Source: OMol25
Level of theory: ωB97M-V with the def2-TZVPD basis set

Output
Multiplicity: 1
HOMO level, eV: -8.91
E_LUMO, eV: -0.99
Net charge: 0
SMILES: CC[C@@H](F)[C@]1(P(CC)CC)OC(=O)O[C@]1(O)C[C@H](C)O.O=C1c2ccccc2C(=O)c2ccccc21.O=C1c2ccccc2C(=O)c2ccccc21

Structure (XYZ):
```
92
Properties=species:S:1:pos:R:3:forces:R:3
C 1.0731 2.4107 0.1943 0.028 -0.001 -0.041
C 2.1170 3.2416 -0.5660 -0.080 -0.016 -0.098
C 3.1803 2.4271 -1.2897 -0.120 -0.102 0.121
F 3.8180 3.2978 -2.1753 -0.163 0.101 -0.018
C 4.2163 1.6968 -0.3664 0.122 0.110 -0.061
P 3.6752 -0.1111 -0.3595 -0.042 0.092 0.158
C 3.9210 -0.7265 -2.0821 0.078 -0.103 -0.147
C 5.0754 -0.2679 -2.9740 -0.267 -0.045 0.007
C 4.8641 -1.0419 0.7151 0.132 -0.143 -0.059
C 6.0981 -1.7233 0.1056 -0.117 -0.002 0.239
O 3.9546 2.0765 1.0146 0.076 -0.075 -0.257
C 4.6993 3.1634 1.3161 0.067 -0.490 -0.534
O 4.6438 3.7483 2.3330 -0.154 0.655 0.862
O 5.5104 3.4663 0.2762 0.225 -0.209 -0.095
C 5.6921 2.2557 -0.4710 -0.139 0.034 0.044
O 6.5532 1.5003 0.3508 -0.095 -0.068 0.087
C 6.3984 2.6216 -1.7769 0.054 0.120 -0.055
C 7.4777 1.6469 -2.2620 0.156 0.071 0.092
C 8.8761 2.0033 -1.7749 0.007 -0.008 0.003
O 7.4151 1.6851 -3.6895 -0.071 -0.071 -0.008
H 0.1486 2.3170 -0.3787 0.051 -0.019 0.027
H 1.4277 1.4023 0.4038 -0.022 0.045 0.054
H 0.8260 2.8685 1.1514 -0.020 -0.009 -0.055
H 2.5937 3.9753 0.0866 0.046 -0.072 -0.037
H 1.6321 3.8123 -1.3624 0.017 0.026 0.083
H 2.6882 1.6781 -1.9204 0.020 0.034 -0.002
H 2.9730 -0.5233 -2.5884 0.046 -0.030 0.006
H 3.9464 -1.8164 -1.9565 -0.035 0.054 -0.033
H 6.0423 -0.5439 -2.5590 -0.157 -0.066 -0.076
H 5.0587 0.8129 -3.1337 0.027 -0.182 0.045
H 4.9993 -0.7353 -3.9593 -0.034 0.008 0.043
H 4.2372 -1.8065 1.1820 0.051 -0.019 -0.048
H 5.1440 -0.3835 1.5392 -0.028 0.152 -0.082
H 6.7823 -2.0492 0.8930 -0.043 0.026 -0.043
H 5.8177 -2.6134 -0.4594 0.022 0.109 -0.113
H 6.6584 -1.0699 -0.5652 0.068 -0.126 -0.072
H 6.5993 0.5973 0.0182 -0.013 0.058 0.035
H 5.6989 2.7963 -2.5865 0.160 -0.097 0.103
H 6.8777 3.5809 -1.5644 -0.057 -0.025 -0.056
H 7.2491 0.6293 -1.9258 0.096 0.171 -0.022
H 9.6243 1.4571 -2.3547 -0.016 0.003 0.066
H 9.0599 3.0730 -1.8942 0.028 -0.065 -0.060
H 8.9967 1.7498 -0.7203 -0.038 0.062 -0.026
H 7.8038 0.8777 -4.0408 0.109 0.098 0.014
C -5.6550 3.8807 0.7435 -0.006 -0.010 0.009
C -4.3676 3.9163 0.2184 0.013 -0.009 0.004
C -3.4021 3.0425 0.6874 -0.018 0.040 -0.036
C -3.7192 2.1323 1.6893 -0.001 -0.015 0.022
C -5.0095 2.1012 2.2210 0.009 -0.017 0.009
C -5.9760 2.9765 1.7416 -0.016 0.038 -0.041
C -5.3766 1.1444 3.3057 -0.007 -0.008 -0.005
O -6.4952 1.1183 3.7686 0.009 0.016 0.014
C -4.3099 0.2288 3.8060 -0.009 -0.005 -0.036
C -4.6148 -0.6636 4.8260 0.012 -0.056 0.025
C -3.6455 -1.5338 5.2952 -0.011 0.009 -0.004
C -2.3679 -1.5210 4.7458 0.005 0.007 -0.013
C -2.0575 -0.6336 3.7298 0.014 -0.037 0.037
C -3.0256 0.2465 3.2594 -0.006 0.029 0.009
C -2.6691 1.1881 2.1623 -0.018 -0.030 -0.020
O -1.5677 1.1674 1.6501 0.006 0.044 0.039
H -6.4094 4.5615 0.3712 0.005 0.001 0.001
H -4.1195 4.6275 -0.5587 -0.005 -0.004 -0.001
H -2.3963 3.0523 0.2893 0.004 -0.019 0.019
H -6.9720 2.9334 2.1606 0.012 -0.020 0.018
H -5.6156 -0.6649 5.2357 -0.005 0.020 -0.022
H -3.8846 -2.2274 6.0908 0.002 -0.002 -0.005
H -1.6140 -2.2052 5.1127 -0.003 0.003 0.003
H -1.0695 -0.6080 3.2903 -0.010 0.023 -0.012
C -8.2742 -5.5078 -1.6060 0.013 0.001 -0.006
C -8.7817 -4.5826 -0.7000 0.008 0.010 0.007
C -7.9697 -3.5761 -0.2058 -0.053 -0.020 -0.011
C -6.6434 -3.4929 -0.6126 0.012 0.012 -0.008
C -6.1314 -4.4260 -1.5162 0.021 0.001 0.016
C -6.9532 -5.4305 -2.0132 -0.049 -0.022 -0.001
C -4.7061 -4.3770 -1.9574 0.006 0.007 0.000
O -4.2670 -5.1818 -2.7508 -0.001 -0.004 0.003
C -3.8432 -3.3062 -1.3826 -0.019 -0.008 -0.007
C -2.5004 -3.2527 -1.7393 0.046 0.027 0.009
C -1.6847 -2.2623 -1.2168 -0.034 -0.031 -0.003
C -2.2043 -1.3147 -0.3402 0.022 -0.014 -0.029
C -3.5419 -1.3651 0.0126 0.109 0.061 0.027
C -4.3633 -2.3598 -0.4993 -0.050 -0.004 0.019
C -5.7919 -2.3934 -0.0747 0.005 0.000 -0.003
O -6.2423 -1.5598 0.6823 0.002 -0.002 0.014
H -8.9123 -6.2912 -1.9936 0.000 0.001 0.005
H -9.8135 -4.6482 -0.3804 0.001 0.001 -0.006
H -8.3469 -2.8444 0.4957 0.027 0.012 -0.002
H -6.5405 -6.1423 -2.7152 0.025 0.013 0.006
H -2.1135 -3.9949 -2.4244 -0.027 -0.008 -0.002
H -0.6377 -2.2265 -1.4898 -0.004 0.008 -0.002
H -1.5701 -0.5400 0.0708 0.018 -0.012 -0.013
H -3.9716 -0.6414 0.6923 -0.032 -0.016 -0.018
```
Forces are in eV/Å.

***

No. 5
Formula: C2FN3O4
Source: OMol25
Level of theory: ωB97M-V with the def2-TZVPD basis set

Output
Multiplicity: 1
Energy above the lowest of the compared OMol25 structures with the same formula, charge and spin, kcal per mole: 30.61
HOMO level (alpha / beta), eV: -10.78 / -10.90
E_LUMO (alpha / beta), eV: -3.34 / -2.01
Net charge: 0

Structure (XYZ):
```
10
Properties=species:S:1:pos:R:3:forces:R:3
C -1.5145 0.8856 -0.1725 -2.001 1.118 -0.188
C -0.6204 0.1210 0.5400 1.737 0.624 2.420
N -2.3968 1.5883 -0.4725 1.210 -0.754 -0.083
N -0.3211 -1.2253 0.2793 0.964 -1.570 -1.275
N 1.7859 0.3173 -0.4660 -1.808 0.336 1.000
O -0.7498 -1.5950 -0.8399 0.414 0.209 1.835
O 0.4305 -1.8579 1.0352 -1.545 1.026 -1.013
O 2.0282 -0.4771 -1.2678 0.818 -1.505 -1.643
O 2.2690 1.2726 -0.0074 1.010 1.340 0.551
F -0.1241 0.6327 1.6902 -0.799 -0.824 -1.604
```
Forces are in eV/Å.

***

No. 6
Formula: C4H12N2O2
Source: OMol25
Level of theory: ωB97M-V with the def2-TZVPD basis set

Output
Multiplicity: 2
Energy above the lowest of the compared OMol25 structures with the same formula, charge and spin, kcal per mole: 33.04
HOMO level (alpha / beta), eV: 0.83 / -5.97
E_LUMO (alpha / beta), eV: 3.53 / 3.41
Net charge: -1
⟨S²⟩: 0.750

Structure (XYZ):
```
20
Properties=species:S:1:pos:R:3:forces:R:3
C -1.1800 1.7119 0.4752 1.974 1.088 -0.039
C 0.3544 1.6191 0.1702 -0.974 -0.343 0.181
N 0.8218 0.2466 -0.0287 0.258 0.103 -0.256
C 0.8841 -0.6174 1.1264 0.630 0.560 0.644
C 1.3874 -2.0163 0.7669 -1.236 0.009 0.170
N 1.8881 -2.2375 -0.4860 -0.021 0.401 1.091
O 1.2449 -2.8999 1.5911 0.773 -0.299 0.212
H -1.4385 1.2212 1.4063 -0.102 -0.607 -0.075
H -1.1989 2.7784 0.7810 -1.155 -0.175 -0.770
H -1.7324 1.3673 -0.4145 -0.180 0.626 0.701
H 0.5953 2.1950 -0.7376 -0.267 -0.251 0.162
H 0.8598 2.1538 0.9807 0.424 -0.527 0.058
H 0.1556 -0.1814 -0.6693 -0.065 0.209 -0.136
H 1.5833 -0.2190 1.9107 -0.143 -0.199 -0.879
H -0.0450 -0.6891 1.7094 -0.142 -0.414 -0.384
H 1.5985 -1.6161 -1.2214 0.574 -0.043 -0.192
H 2.3944 -3.1005 -0.5942 -0.414 -0.006 -0.483
H -3.0386 0.2967 -2.9191 0.543 -0.135 -0.276
H -2.8349 -0.0038 -1.5116 0.275 -0.316 0.221
O -2.2995 -0.0091 -2.3354 -0.752 0.323 0.049
```
Forces are in eV/Å.

***

No. 7
Formula: CH5N2
Source: OMol25
Level of theory: ωB97M-V with the def2-TZVPD basis set

Output
Multiplicity: 1
Energy above the lowest of the compared OMol25 structures with the same formula, charge and spin, kcal per mole: 161.80
HOMO level (alpha / beta), eV: -15.39 / -15.36
E_LUMO (alpha / beta), eV: -7.91 / -7.93
Net charge: +1

Structure (XYZ):
```
8
Properties=species:S:1:pos:R:3:forces:R:3
C 0.3465 0.5704 0.4624 -1.012 -2.423 -2.216
N -0.6386 0.7839 1.2073 -0.568 -2.611 -2.515
N 0.2599 -1.0280 -1.7676 -1.160 3.816 0.726
H 1.2841 0.9902 0.5103 2.030 1.244 0.234
H -0.7500 1.3895 1.9525 0.119 1.837 2.029
H -1.4220 0.1753 0.9809 -0.517 0.328 0.390
H -0.3305 -1.7736 -1.4726 0.219 -1.298 0.801
H 1.2506 -1.1077 -1.8732 0.888 -0.893 0.551
```
Forces are in eV/Å.

***

No. 8
Formula: C5H6O
Source: OMol25
Level of theory: ωB97M-V with the def2-TZVPD basis set

Output
Multiplicity: 1
Energy above the lowest of the compared OMol25 structures with the same formula, charge and spin, kcal per mole: 43.80
HOMO level, eV: -10.29
E_LUMO, eV: 0.38
Net charge: 0
SMILES: CCC#CC=O

Structure (XYZ):
```
12
Properties=species:S:1:pos:R:3:forces:R:3
C -1.9607 0.2997 0.0052 0.020 0.023 -0.001
C -0.9095 -0.8137 -0.1606 0.003 -0.017 -0.002
C 0.4548 -0.2950 -0.1769 0.450 0.164 0.159
C 1.5627 0.1548 -0.0049 -0.473 -0.216 0.064
C 2.8556 0.5252 0.5290 0.053 0.239 0.181
O 3.0384 1.5157 1.1994 0.035 -0.341 -0.320
H -2.0326 0.6001 1.0544 -0.008 -0.007 -0.179
H -1.6735 1.1824 -0.5743 -0.089 -0.169 0.051
H -2.9467 -0.0299 -0.3396 0.199 0.006 0.144
H -1.1209 -1.4375 -1.0341 0.150 0.173 -0.008
H -0.9021 -1.4930 0.6993 -0.321 -0.015 -0.071
H 3.6635 -0.2045 0.3346 -0.019 0.158 -0.019
```
Forces are in eV/Å.

***

no.,E_tot (a.u.),strongest force on any atom (eV Å⁻¹)
1,-1230.17049,3.11
2,-2576.15373,5.40
3,-7027.55865,1.30
4,-2704.77515,1.09
5,-640.99311,3.04
6,-419.55529,2.25
7,-150.11993,4.05
8,-269.27645,0.52